# C5H8O2

One molecule with the formula C5H8O2 (wB97M-V/def2-TZVPD, the OMol25 dataset).

XYZ file:
```
15
Properties=species:S:1:pos:R:3:forces:R:3
O 0.773537 1.778368 0.304447 0.219 -0.038 -0.083
C 1.403707 -1.974505 0.450966 -0.100 0.077 0.037
C 0.430241 -1.119346 0.756507 0.182 -0.192 0.005
C -0.384311 1.680875 -0.504482 -0.279 0.060 -0.206
C -1.322365 0.536175 -0.088294 -0.058 0.005 0.018
C -0.643911 -0.809645 -0.237508 -0.024 -0.106 -0.273
O -0.902911 -1.562062 -1.157370 0.087 0.294 0.335
H 1.480244 1.266786 -0.106605 -0.106 0.049 0.168
H 2.220658 -2.182307 1.135738 -0.135 0.015 -0.072
H 1.400595 -2.478962 -0.512055 -0.011 0.056 0.128
H 0.421390 -0.573812 1.696697 0.021 -0.074 -0.145
H -0.919321 2.629165 -0.398137 0.032 -0.121 -0.039
H -0.118582 1.567722 -1.564321 -0.031 0.018 0.147
H -2.210163 0.547814 -0.728499 0.127 0.000 0.090
H -1.628809 0.693741 0.952909 0.076 -0.042 -0.109
```
Positions in Å, forces in eV/Å.

## Properties
- total charge = 0
- structure (SMILES) = C=CC(=O)CCO
- energy (Eh) = -345.76027
- relative energy (zero: lowest compared OMol25 entry of this formula, charge and spin) (kJ/mol) = 117.3
- max |F| (eV/A) = 0.455
- gap between HOMO and LUMO (eV) = 10.1


# C5H5Cl15

A 5-piece molecular cluster, C5H5Cl15 overall at a distorted geometry (wB97M-V/def2-TZVPD, the OMol25 dataset).

XYZ file:
```
25
Properties=species:S:1:pos:R:3:forces:R:3
C 4.610801 8.257825 14.798875 0.114 0.635 0.396
Cl 5.787758 8.173154 16.197428 -0.828 0.578 -0.729
Cl 3.032964 7.653300 15.311446 -0.006 0.111 0.086
Cl 5.268164 7.204696 13.560185 -0.052 0.265 -0.424
H 4.425620 9.319726 14.420483 0.782 -1.584 0.653
C 5.160766 13.776852 10.632194 0.842 -0.231 -3.692
Cl 4.443263 15.141310 9.714189 0.308 -0.563 0.251
Cl 6.933910 13.955048 10.696307 -0.871 -0.263 0.331
Cl 4.694166 12.180305 9.833554 0.401 1.167 0.675
H 4.700700 13.800745 11.540619 -0.722 -0.136 2.566
C 7.386502 13.965985 6.049309 -0.989 -0.544 -0.121
Cl 6.160333 12.677904 6.332451 0.059 0.479 0.653
Cl 7.973341 14.784075 7.533480 -0.337 -0.721 -1.271
Cl 6.782227 15.035980 4.811006 -0.382 1.006 0.015
H 8.053202 13.398437 5.450499 1.692 -0.180 0.632
C 9.711650 7.547896 7.951599 1.066 -0.427 -0.703
Cl 9.886978 8.131181 6.261827 -0.081 0.017 0.692
Cl 11.247892 7.782370 8.861829 -0.827 0.149 -0.349
Cl 9.319351 5.839391 7.921049 -0.125 -0.288 0.070
H 8.881660 8.039572 8.419363 0.051 0.432 0.166
C 7.818358 10.408574 9.456130 -1.053 0.729 -0.504
Cl 9.210711 11.008142 8.594174 0.362 0.446 -0.048
Cl 8.288169 9.254701 10.656190 0.084 -0.047 0.929
Cl 6.717971 9.643276 8.336861 -0.620 -0.792 -0.922
H 7.153438 11.227471 9.783682 1.132 -0.237 0.646
```
Positions in Å, forces in eV/Å.

## Properties
- total charge = 0
- structure (SMILES) = ClC(Cl)Cl.ClC(Cl)Cl.ClC(Cl)Cl.ClC(Cl)Cl.ClC(Cl)Cl
- energy (Eh) = -7096.34085
- relative energy (zero: lowest compared OMol25 entry of this formula, charge and spin) (kJ/mol) = 94.7
- max |F| (eV/A) = 3.794
- gap between HOMO and LUMO (eV) = 11.0